(1)
Entry from the Open Molecules 2025 dataset: a 2-piece molecular cluster, C5H11O3 overall (the ωB97M-V functional and the def2-TZVPD basis).

Structure (XYZ):
```
19
Properties=species:S:1:pos:R:3
C -1.43796 0.73632 0.39399
C -2.66684 1.43796 0.93953
C -0.40930 1.65592 -0.32399
O -0.68288 2.87350 -0.32436
O 0.56140 1.07280 -0.85406
H -0.86747 0.23415 1.18314
H -1.77304 -0.03615 -0.30448
H -3.12001 2.07245 0.17769
H -2.35078 2.10412 1.74456
H -3.43561 0.73762 1.27176
C 1.22207 -2.04491 0.33112
C 1.37128 -3.54603 -0.02029
O 2.17061 -1.31834 -0.42033
H 0.22234 -1.65554 0.12362
H 1.42562 -1.89235 1.39740
H 0.42946 -4.07745 -0.02545
H 1.75674 -0.48168 -0.71206
H 2.08718 -3.95029 0.69243
H 1.77811 -3.56511 -1.03134
```

As for the total charge: -1. The multiplicity is 1.

These are the Mulliken partial charges, in e, on atoms 1 to 6: number 1, C, carries -0.0476; number 2, C, carries -1.2627; number 3, C, carries 0.4503; number 4, O, carries -0.7317; number 5, O, carries -0.7471; number 6, H, carries 0.1243

=====

(2)
Entry from the Open Molecules 2025 dataset: a 2-piece molecular cluster, C5H11O3 overall (the ωB97M-V functional and the def2-TZVPD basis).

Structure (XYZ):
```
19
Properties=species:S:1:pos:R:3
C -1.81708 0.73977 -0.56741
C -1.21296 1.26377 0.81009
C -0.86111 1.20895 -1.71003
O -2.07649 -0.60611 -0.46576
H -2.75810 1.33944 -0.54812
H -0.99390 2.34870 0.94767
H -1.59320 1.67430 -2.40604
H -0.21644 1.99459 -1.34177
H -0.29902 0.32421 -2.12925
H -1.26459 -1.12134 -0.36934
H -0.28544 0.73931 1.06303
H -1.97730 1.09780 1.56531
C 2.79584 -1.83508 0.70145
C 1.35748 -1.25452 0.75886
O 0.80398 -1.13650 -0.36243
O 1.01233 -0.90532 1.90534
H 3.38643 -1.29917 1.45515
H 3.06321 -1.73716 -0.35760
H 2.93637 -2.83563 1.05084
```

As for the total charge: -1. The multiplicity is 1.

These are the Mulliken partial charges, in e, on atoms 1 to 6: number 1, C, carries 0.3434; number 2, C, carries -1.1995; number 3, C, carries -1.0850; number 4, O, carries -0.5837; number 5, H, carries 0.3369; number 6, H, carries 0.3501

=====

(3)
Entry from the Open Molecules 2025 dataset: a 2-piece molecular cluster, C5H11O3 overall (the ωB97M-V functional and the def2-TZVPD basis).

Structure (XYZ):
```
19
Properties=species:S:1:pos:R:3
O 1.19029 1.33339 2.26964
C 1.84250 0.26789 1.87343
C 1.69302 -0.53664 0.78635
C 0.87426 -0.40407 -0.41387
C -0.35110 -1.33290 -0.65310
C -1.47242 -0.89432 -1.53253
O -1.47748 -1.00113 -3.02358
H 2.58337 0.01970 2.60077
H 2.24881 -1.43498 1.07143
H -1.47074 -1.98852 -3.10655
H 1.80579 -0.63530 -1.25996
H 0.51524 0.61482 -0.63851
H -0.04209 -2.37993 -0.72151
H -0.73137 -1.20183 0.32326
H -2.47339 -1.34841 -1.42830
H -1.23130 0.27846 -1.53672
H -0.60370 4.06974 1.79205
H -1.35325 2.82548 1.72858
O -1.54643 3.74854 1.86912
```

As for the total charge: -1. The multiplicity is 1.

These are the Mulliken partial charges, in e, on atoms 1 to 6: number 1, O, carries -0.7621; number 2, C, carries -0.2106; number 3, C, carries -0.7173; number 4, C, carries -0.2937; number 5, C, carries -0.4306; number 6, C, carries -0.4842

=====

(4)
Entry from the Open Molecules 2025 dataset: a 2-piece molecular cluster, C5H11O3 overall (the ωB97M-V functional and the def2-TZVPD basis).

Structure (XYZ):
```
19
Properties=species:S:1:pos:R:3
C 1.31130 1.77028 -2.63843
C 1.42955 1.51379 -1.10938
O 2.51983 0.93636 -0.80438
O 0.46508 1.82268 -0.41429
H 1.66629 0.86696 -3.07878
H 1.79737 2.64904 -3.05844
H 0.22283 1.79646 -2.88018
C -1.23270 -0.78873 1.28168
C -1.01156 -2.06830 0.40901
C -0.03653 -0.49972 2.18856
O -1.55349 0.32242 0.48569
H -2.24752 -0.85411 1.73466
H -0.69569 -3.02239 0.81758
H 0.78230 -0.16114 1.51980
H -0.26476 0.28914 2.85133
H 0.06158 -1.42717 2.78139
H -0.80734 0.94278 0.31922
H -0.39832 -1.74467 -0.42256
H -2.00822 -2.34367 0.01750
```

As for the total charge: -1. The multiplicity is 1.

These are the Mulliken partial charges, in e, on atoms 1 to 6: number 1, C, carries -0.9471; number 2, C, carries 0.6218; number 3, O, carries -0.7323; number 4, O, carries -0.7719; number 5, H, carries 0.2845; number 6, H, carries 0.2628

=====

Stability, lowest: (3)

=====

(1)
Entry from the Open Molecules 2025 dataset: a 2-piece molecular cluster, C5H11O3 overall (the ωB97M-V functional and the def2-TZVPD basis).

Structure (XYZ):
```
19
Properties=species:S:1:pos:R:3
C 2.25939 -0.06538 0.77671
C 1.29135 0.55501 1.76558
C 2.76551 -1.45160 1.27868
O 1.73205 -0.21370 -0.54968
H 3.10381 0.61668 0.57738
H 1.33897 0.15494 2.79018
H 1.85590 -2.05580 1.31006
H 3.53701 -1.83852 0.62194
H 3.10751 -1.28526 2.29970
H 0.79515 0.07643 -0.73175
H 0.29229 0.47634 1.34182
H 1.35578 1.64634 1.86401
C -3.37567 -0.03968 -0.20571
C -1.97836 0.32366 -1.04300
O -0.90816 0.25170 -0.41861
O -2.29520 0.68581 -2.17992
H -3.97028 -0.41873 -1.02129
H -3.80080 0.77283 0.35369
H -3.16819 -0.89703 0.46427
```

As for the total charge: -1. The multiplicity is 1.

These are the Mulliken partial charges, in e, on atoms 1 to 6: number 1, C, carries 0.5174; number 2, C, carries -1.0143; number 3, C, carries -1.2566; number 4, O, carries -0.5984; number 5, H, carries 0.1601; number 6, H, carries 0.2884

=====

(2)
Entry from the Open Molecules 2025 dataset: a 2-piece molecular cluster, C5H11O3 overall (the ωB97M-V functional and the def2-TZVPD basis).

Structure (XYZ):
```
19
Properties=species:S:1:pos:R:3
C -0.51393 2.67937 -2.15543
C -0.04977 1.71650 -0.89018
O -0.02283 2.29318 0.23129
O 0.20178 0.54412 -1.22718
H -1.62261 2.37450 -2.37409
H -0.05411 2.14055 -3.03278
H -0.33017 3.65375 -2.13400
C 0.03346 -2.03859 1.24970
C 1.26173 -1.13788 1.68763
C -1.20021 -1.26395 1.14941
O 0.31808 -2.49359 -0.10823
H 0.00379 -3.00397 1.81170
H 1.52754 -0.27665 0.98535
H -1.22951 -0.33437 1.83052
H -1.36287 -1.19723 0.04492
H -2.13053 -1.82210 1.38616
H 0.80730 -1.79306 -0.55073
H 2.14531 -1.65484 1.92569
H 1.08190 -0.56885 2.69334
```

As for the total charge: -1. The multiplicity is 1.

These are the Mulliken partial charges, in e, on atoms 1 to 6: number 1, C, carries -1.0059; number 2, C, carries 0.5677; number 3, O, carries -0.7113; number 4, O, carries -0.6361; number 5, H, carries 0.1819; number 6, H, carries 0.2460

=====

(3)
Entry from the Open Molecules 2025 dataset: a 2-piece molecular cluster, C5H11O3 overall (the ωB97M-V functional and the def2-TZVPD basis).

Structure (XYZ):
```
19
Properties=species:S:1:pos:R:3
C 1.99915 -0.00208 0.30527
C 1.84084 1.50972 0.15958
O 1.57560 -0.46432 1.57711
H 1.45018 -0.53932 -0.47652
H 3.06111 -0.26736 0.19874
H 1.68912 1.86448 1.18668
H 0.82328 -1.08472 1.38281
H 0.90517 1.86009 -0.29128
H 2.67127 2.01283 -0.33233
C -1.83544 -0.33172 0.14201
C -1.65721 0.28620 -1.26478
C -1.16068 -1.72570 0.28421
O -1.38199 -2.50706 -0.65742
O -0.62524 -1.96642 1.40617
H -1.53288 0.40478 0.89297
H -2.91448 -0.41226 0.30368
H -1.85721 1.36153 -1.18985
H -2.39113 -0.12532 -1.95667
H -0.65945 0.12666 -1.67038
```

As for the total charge: -1. The multiplicity is 1.

These are the Mulliken partial charges, in e, on atoms 1 to 6: number 1, C, carries -0.1527; number 2, C, carries -0.9552; number 3, O, carries -0.5843; number 4, H, carries 0.1992; number 5, H, carries 0.2842; number 6, H, carries 0.2822

=====

Stability, lowest: (2)

=====

(1)
Entry from the Open Molecules 2025 dataset: a 2-piece molecular cluster, CH5FN2P overall (the ωB97M-V functional and the def2-TZVPD basis).

Structure (XYZ):
```
10
Properties=species:S:1:pos:R:3
C 0.34140 0.35481 -0.81201
N 0.08543 1.55063 -1.34702
N 0.86372 -0.69481 -1.35635
F -0.19281 -0.52117 3.76629
P -0.88111 -1.52172 2.62472
H 0.32356 1.77017 -2.29061
H -0.45189 2.11933 -0.71814
H 1.09359 -0.74343 -2.28186
H 0.91916 -1.43791 -0.65699
H -2.10105 -0.87590 3.07197
```

As for the total charge: +1. The multiplicity is 1.

These are the Mulliken partial charges, in e, on atoms 1 to 6: number 1, C, carries 0.3608; number 2, N, carries -0.2894; number 3, N, carries -0.2213; number 4, F, carries -0.2445; number 5, P, carries 0.2680; number 6, H, carries 0.2411

=====

(2)
Entry from the Open Molecules 2025 dataset: a 2-piece molecular cluster, CH5FN2P overall (the ωB97M-V functional and the def2-TZVPD basis).

Structure (XYZ):
```
10
Properties=species:S:1:pos:R:3
C 0.60627 0.26360 -0.06765
N 0.95817 -0.98404 0.07253
N 1.42589 1.21433 -0.39839
F -3.03615 -0.51592 -0.72129
P -2.71361 0.43223 0.51544
H 1.91895 -1.30378 -0.05817
H 0.29316 -1.70750 0.29143
H 2.40960 1.04087 -0.60406
H 1.10056 2.16386 -0.48606
H -2.96285 -0.60363 1.45622
```

As for the total charge: +1. The multiplicity is 1.

These are the Mulliken partial charges, in e, on atoms 1 to 6: number 1, C, carries 0.1801; number 2, N, carries -0.2735; number 3, N, carries -0.2690; number 4, F, carries -0.1613; number 5, P, carries 0.4756; number 6, H, carries 0.2074

=====

Stability, lowest: (1)